# 1
{
  "formula": "C4H7NO",
  "method": "the ωB97M-V functional and the def2-TZVPD basis",
  "species": ["C", "C", "N", "H", "H", "H", "C", "C", "O", "H", "H", "H", "H"],
  "coordinates": [[0.7716, 0.6953, -0.9916], [0.3741, -0.4478, -1.3987], [1.6155, -0.4353, -0.5364], [0.7405, 1.7637, -0.8782], [-0.1839, -1.1022, -2.0371], [2.4390, -0.4737, -1.1431], [-0.7518, 0.5869, 1.2135], [-0.8462, -0.7876, 0.5672], [-1.8730, -1.2055, 0.0771], [-1.3068, 0.3887, 2.1268], [-1.2783, 1.3675, 0.6570], [0.2511, 0.9352, 1.4981], [0.0397, -1.4196, 0.7777]],
  "forces_ev_per_angstrom": [[-0.0263, -0.0838, -0.6686], [0.6371, 0.7819, -0.8936], [0.5881, -0.1863, 0.0445], [-0.0079, -0.1316, -0.0184], [-0.0494, -0.1177, 0.2073], [0.0138, -0.0236, 0.0759], [-0.3643, -0.0889, 0.2601], [-0.5085, 0.2213, 0.8424], [0.3354, 0.0970, 0.1704], [-0.1372, 0.3650, 0.4336], [-0.0397, -0.3026, 0.0723], [-0.2066, -0.4333, -0.2409], [-0.2346, -0.0973, -0.2851]],
  "e_above_lowest_kj_mol": 515.08,
  "homo_energy_ev": -8.7,
  "smiles": "C1=CN1.CC=O"
}



# 2
{
  "formula": "C26H34NRuS",
  "method": "the ωB97M-V functional and the def2-TZVPD basis",
  "species": ["C", "C", "C", "C", "C", "Ru", "C", "C", "H", "C", "H", "H", "C", "H", "H", "H", "C", "H", "H", "H", "C", "H", "H", "H", "C", "H", "H", "H", "C", "H", "H", "H", "C", "H", "H", "H", "C", "H", "H", "H", "C", "C", "C", "C", "H", "C", "H", "C", "H", "H", "H", "S", "C", "N", "C", "C", "C", "C", "H", "H", "H", "H", "H"],
  "coordinates": [[1.3571, -1.5971, 0.6041], [1.8254, -0.9782, -0.5554], [0.8962, -1.1524, -1.5845], [-0.2683, -1.8121, -1.0378], [0.0203, -2.1219, 0.3544], [-1.1435, -0.2423, 0.3149], [-3.4772, 1.5245, -0.8915], [-3.1787, 1.1051, 0.3697], [-3.3075, 1.6674, 1.2758], [-2.7976, -0.5543, 1.0922], [-3.5323, -1.2655, 0.6765], [-2.7390, -0.7266, 2.1768], [-3.3343, 3.2177, -1.4315], [-2.7492, 3.8759, -0.7994], [-3.0333, 3.4464, -2.4055], [-4.2135, 3.8799, -1.4343], [-2.8838, 0.5621, -2.0826], [-1.9664, 0.0543, -1.9360], [-3.4568, -0.3104, -2.4428], [-2.7602, 1.0654, -3.0428], [3.1729, -0.3484, -0.6532], [3.4209, 0.1632, 0.2823], [3.9445, -1.1101, -0.8236], [3.2212, 0.3866, -1.4553], [1.0964, -0.7965, -3.0341], [1.6378, 0.1440, -3.1328], [1.6728, -1.5794, -3.5407], [0.1349, -0.6981, -3.5446], [-1.3975, -2.4305, -1.8035], [-1.4125, -2.0635, -2.8384], [-1.2719, -3.5276, -1.8043], [-2.3658, -2.1995, -1.3466], [-0.6358, -3.2024, 1.1634], [-1.6520, -3.3882, 0.8131], [-0.0658, -4.1454, 1.0940], [-0.6902, -2.9224, 2.2190], [2.0813, -1.6799, 1.9050], [1.4560, -2.1173, 2.6817], [2.9526, -2.3159, 1.7551], [2.4375, -0.7083, 2.2611], [2.2182, 2.7489, -1.7889], [0.9131, 2.5131, -2.0154], [3.3407, 3.2497, -2.3155], [0.7013, 2.9953, -3.5393], [-0.0718, 2.1390, -1.4191], [3.1371, 3.5821, -3.6838], [4.1384, 3.4543, -1.6931], [1.8355, 3.4261, -4.2645], [-0.3183, 3.0212, -4.1516], [3.9204, 4.0355, -4.0492], [1.8828, 3.6313, -5.3209], [-0.0337, 0.6748, 2.0298], [0.0154, -0.1256, 3.5879], [-1.0078, -0.9200, 4.0329], [-0.9124, -1.7000, 5.1602], [0.2233, -1.6361, 5.9376], [1.2423, -0.7495, 5.5828], [1.1034, 0.0446, 4.4547], [-1.8624, -0.9602, 3.4884], [-1.7513, -2.3520, 5.3629], [0.2961, -2.2544, 6.8309], [2.1497, -0.6979, 6.1828], [1.8454, 0.7819, 4.1723]],
  "forces_ev_per_angstrom": [[-0.5876, -0.2503, 0.2863], [0.3750, -0.0654, 0.1046], [-0.3800, 0.3598, -0.3645], [-0.3732, -0.3443, 1.1045], [0.0578, 0.0283, -0.8225], [3.3201, 0.2831, -2.7793], [4.1204, 0.7299, -2.2514], [-0.7902, -1.4557, 1.5070], [-0.0355, 0.8042, -0.1487], [-3.0048, 0.5021, -1.0288], [0.3584, 0.1318, -0.0686], [-0.9269, 1.1154, -0.4081], [-1.9320, -0.9717, 2.6920], [0.8075, -0.8163, 0.6519], [1.0398, -1.1304, -1.7907], [-0.8593, -1.1647, 0.4213], [-2.4422, 0.5792, -0.5911], [1.3858, 0.1107, 0.8672], [-0.7974, 0.4029, 0.7915], [0.0398, 0.6628, 0.3475], [0.1431, 0.0710, 0.0438], [0.0144, -0.0128, -0.1169], [-0.0770, 0.1354, -0.0172], [0.0546, -0.0863, -0.0045], [-0.1878, -0.0117, 0.4712], [0.0050, -0.0416, -0.0642], [-0.0793, 0.0589, 0.0554], [0.1437, 0.0228, -0.0391], [0.1261, -0.5395, -0.2691], [-0.0786, -0.2311, 0.2530], [-0.1899, 0.3371, -0.2370], [0.0834, -0.2096, -0.1550], [0.1753, -0.2672, 0.0046], [0.0387, -0.0562, 0.0329], [-0.2266, 0.2623, 0.0351], [0.0125, -0.1315, -0.0405], [0.0337, -0.1526, -0.3797], [0.0733, -0.1172, -0.0154], [0.1895, -0.1160, 0.2092], [-0.0131, -0.0938, -0.2008], [-2.2009, -1.5712, 3.5843], [-2.1794, 1.4451, -4.5015], [-2.2591, 0.2386, -3.2843], [-0.3099, -0.6712, 0.8475], [2.9330, 0.9121, -1.1901], [-3.8865, -2.3407, 4.2854], [2.0007, 0.3996, 0.6488], [0.8939, -0.4060, 1.2503], [2.1141, -0.3364, 1.7757], [3.7127, 2.2232, -3.1211], [-0.9765, 0.2041, -0.2191], [0.3975, 1.0601, 2.4945], [-0.9127, 0.5174, -0.6496], [0.7191, -0.4002, 0.5172], [0.5990, 0.5433, -0.1878], [-0.8811, -0.5735, -0.0155], [0.0996, 0.6959, -0.5875], [0.3466, -0.3786, 0.5074], [0.3998, -0.0669, 0.1026], [0.0077, 0.1330, 0.0513], [-0.0225, 0.1237, -0.3166], [-0.2636, 0.1321, -0.0839], [0.0521, -0.2153, 0.0061]],
  "e_above_lowest_kj_mol": 501.14,
  "total_charge": 1,
  "homo_energy_ev": [-9.4, -10.6],
  "spin_multiplicity": 5,
  "s_squared": 6.054
}



# 3
{
  "formula": "C14H25N4O7PS2",
  "method": "the ωB97M-V functional and the def2-TZVPD basis",
  "species": ["C", "C", "C", "C", "C", "N", "C", "N", "C", "S", "N", "C", "C", "C", "C", "N", "C", "C", "C", "S", "O", "O", "O", "H", "H", "H", "H", "H", "H", "H", "H", "H", "H", "H", "H", "H", "H", "H", "H", "H", "H", "H", "H", "H", "H", "H", "H", "H", "O", "P", "O", "O", "O"],
  "coordinates": [[-2.3069, 4.3868, 1.3724], [-3.4616, 4.0196, 0.8283], [-4.5657, 3.5289, -0.2257], [-5.1235, 2.0279, 0.0028], [-4.5615, 1.2652, 1.2994], [-3.1308, 0.8725, 1.2494], [-2.5082, 0.1678, 0.2663], [-3.1281, -0.3051, -0.9619], [-2.0848, -1.0060, -1.7749], [-2.3889, -1.7808, -3.4227], [-0.8639, -0.9183, -0.9368], [0.3477, -1.5887, -1.4845], [0.9335, -0.9417, -2.8442], [0.8864, 0.6720, -2.9126], [2.4122, 1.2500, -2.7043], [-1.0641, -0.2539, 0.2669], [-0.0325, -0.0306, 1.3479], [1.2451, 0.8307, 0.8577], [2.6658, 0.0660, 0.9382], [2.9635, -0.8812, 2.5067], [2.2113, -0.3278, 3.7039], [4.4572, -1.0988, 2.8026], [2.3472, -2.4526, 2.2299], [-1.2684, 4.6289, 1.8285], [-4.2156, 3.6077, -1.3367], [-5.4725, 4.2624, -0.1563], [-6.2787, 2.1289, 0.1578], [-4.9998, 1.4614, -0.9932], [-5.1878, 0.2886, 1.4408], [-4.7711, 1.8900, 2.2640], [-2.5404, 1.1537, 2.0625], [-2.4438, -3.1692, -3.1419], [1.1135, -1.6583, -0.6201], [0.0329, -2.6920, -1.7121], [2.0657, -1.2354, -2.8844], [0.4702, -1.3599, -3.8163], [0.1580, 1.1713, -2.1778], [0.5903, 1.0136, -3.9839], [3.1182, 0.8397, -3.5144], [2.4458, 2.3994, -2.7322], [2.8287, 0.9054, -1.6872], [0.2201, -1.0826, 1.7537], [-0.5008, 0.5456, 2.2479], [1.3464, 1.7823, 1.5257], [1.0933, 1.1989, -0.2200], [2.8920, -0.6228, 0.0306], [3.4871, 0.8959, 0.9000], [2.1999, -2.5640, 1.2467], [6.7171, -3.5523, 2.4380], [5.6734, -4.6579, 2.2218], [4.6253, -4.1854, 1.2008], [4.9819, -4.9736, 3.5564], [6.3698, -5.9223, 1.6962]],
  "forces_ev_per_angstrom": [[-5.7024, -2.0271, -2.8405], [6.5021, 1.5580, 1.2275], [-0.2957, 0.7391, 0.3873], [-0.8804, 0.3715, 0.0501], [-0.8338, -0.8989, -0.1467], [0.4792, 1.1307, 1.7031], [0.4124, -3.9148, -6.4008], [3.3930, 0.6168, 3.3299], [-1.6751, 2.2339, 1.0218], [0.9089, 0.9127, 3.7853], [0.9713, -2.3766, -3.4472], [-0.5431, -0.5072, 1.0556], [0.9707, 0.5130, -0.2004], [1.2808, 0.3958, -0.7090], [-0.4927, -0.1287, 0.2834], [-2.5408, 2.7391, 2.4483], [-0.7332, -0.4899, -0.3631], [0.3779, 0.1478, 0.5211], [0.3000, 1.1382, -1.1008], [3.4327, -2.1320, 4.5146], [1.1727, -1.0548, -3.9425], [-5.2750, 1.3643, -1.9086], [-0.0002, 2.8949, -1.1376], [-2.6909, -0.5511, -0.9439], [-0.0278, 0.0294, 2.2997], [1.7304, -1.2098, 0.0416], [2.0203, -0.2523, -0.1217], [0.1812, 0.5154, 1.9603], [0.8876, 1.6078, -0.4684], [0.7480, -0.9581, -1.8730], [-0.9257, -0.3126, -1.3498], [-0.2212, 0.2040, -0.1861], [-0.9772, 0.2682, -1.6236], [0.7161, 1.8188, 0.2509], [-1.9444, 0.3743, 0.0756], [0.4143, 0.4580, 1.9374], [1.0085, -1.0269, -1.0417], [0.2521, -0.6800, 1.8542], [-1.1466, 0.6013, 1.1686], [-0.0719, -1.6675, 0.0270], [-0.5821, 0.5456, -1.5416], [0.1692, 1.6418, -0.5135], [0.5061, -1.1487, -1.8754], [-0.2560, -1.7777, -1.1339], [0.1918, -0.7226, 1.6228], [-0.4726, 0.9115, 1.7536], [-1.2795, -1.7279, 0.3761], [0.6191, -0.1415, 1.3645], [0.1398, -0.3862, 0.2232], [-0.0391, -0.0506, -0.0298], [-0.2317, -0.2992, -0.0137], [-0.0538, 0.4086, -0.0857], [0.1071, 0.3022, -0.2844]],
  "total_charge": -2,
  "homo_energy_ev": 1.1
}



# 4
{
  "formula": "C4H10N2P",
  "method": "the ωB97M-V functional and the def2-TZVPD basis",
  "species": ["P", "C", "C", "C", "N", "C", "N", "H", "H", "H", "H", "H", "H", "H", "H", "H", "H"],
  "coordinates": [[0.5548, 2.0148, 1.3068], [-0.3009, 0.6683, 0.4530], [-0.1121, 0.6744, -1.0475], [-0.6376, -0.8011, -1.5426], [-0.2312, -1.8590, -0.7515], [0.0948, -1.7211, 0.5052], [0.0906, -0.5640, 1.0754], [1.4701, 2.7773, 0.6609], [1.3401, 1.4124, 2.4232], [-0.4948, 2.8482, 1.7950], [0.9398, 0.5849, -1.2804], [-0.8160, 1.4340, -1.4060], [-1.7793, -0.6680, -1.5204], [-0.4868, -0.9610, -2.6308], [-0.4282, -2.7454, -1.1224], [0.3204, -2.6223, 1.0849], [0.4765, -0.4723, 1.9972]],
  "forces_ev_per_angstrom": [[-1.9085, -2.4904, 1.0093], [1.2267, 1.2463, 0.9250], [-1.1021, -3.3225, 0.5710], [-3.4188, 4.3242, -1.9210], [0.4360, -0.4068, 0.0318], [0.3008, -1.1339, 1.1599], [0.5018, 0.5861, 0.2615], [0.7437, 0.8983, -0.5875], [-1.0423, 1.0253, -0.9482], [1.0503, 0.1284, 0.1125], [0.3183, 1.1561, -0.7680], [1.0071, -0.0867, -0.8143], [1.3510, -0.4240, 0.2288], [0.6397, -0.0151, 0.7792], [0.0669, -1.3980, -0.1910], [0.0124, 0.5013, -0.1854], [-0.1831, -0.5886, 0.3362]],
  "e_above_lowest_kj_mol": 228.92,
  "total_charge": 1,
  "homo_energy_ev": -11.2,
  "smiles": "[PH3]=C1CCNC=[NH+]1"
}



# 5
{
  "formula": "C6H13NO3",
  "method": "the ωB97M-V functional and the def2-TZVPD basis",
  "species": ["C", "C", "C", "C", "C", "N", "C", "O", "O", "H", "H", "H", "H", "H", "H", "H", "H", "H", "H", "H", "O", "H", "H"],
  "coordinates": [[0.6169, 1.1795, -3.9223], [0.2747, 1.5172, -2.4936], [-1.0433, 2.2451, -2.1865], [-1.3774, 1.0166, -1.3341], [-2.6554, 0.2683, -1.6386], [-2.7176, -1.1189, -1.2337], [-2.8115, -1.6207, 0.2321], [-3.1408, -0.8890, 1.1565], [-0.1641, 0.3537, -1.7451], [-0.2230, 0.6654, -4.4104], [0.8350, 2.1063, -4.4731], [1.5088, 0.5391, -3.9661], [1.1379, 1.9729, -1.9834], [-0.9626, 3.1976, -1.6538], [-1.6904, 2.3629, -3.0656], [-1.3294, 1.2020, -0.2487], [-3.4657, 0.7831, -1.1013], [-2.8398, 0.3017, -2.7218], [-2.9856, -1.8766, -1.8467], [-3.1511, -2.6766, 0.2181], [-0.3910, -2.7403, -1.0221], [-1.1008, -2.3577, -1.8050], [-0.5520, -3.7176, -0.9828]],
  "forces_ev_per_angstrom": [[0.0571, 0.1548, -0.1782], [0.1597, -0.1058, 0.3803], [-0.2626, 0.2222, -0.2490], [0.5640, -0.1860, 0.8809], [-0.7848, -0.1673, -0.0910], [0.6853, -1.8989, 3.8991], [-3.6806, 2.9304, -2.6134], [1.9699, -1.1087, -1.4985], [-0.1997, -0.0917, -0.3478], [0.2154, 0.1183, 0.1158], [-0.0436, -0.2273, 0.0628], [-0.2837, 0.1163, 0.0196], [-0.1529, -0.0833, -0.1565], [-0.0262, -0.2213, -0.1495], [0.1042, 0.0209, 0.1841], [-0.0327, 0.0048, -0.2382], [0.0584, 0.2863, -0.3416], [-0.0890, -0.0286, 0.2637], [0.0107, 0.5200, -0.2246], [1.2094, -0.0181, 0.0541], [-2.8750, 0.0466, -3.0836], [3.2143, -1.5281, 3.5369], [0.1826, 1.2447, -0.2255]],
  "e_above_lowest_kj_mol": 346.69,
  "homo_energy_ev": -9.3,
  "smiles": "C[C@H]1C[C@@H](CNC=O)O1.O"
}



# 6
{
  "formula": "C5H9F2O3P",
  "method": "the ωB97M-V functional and the def2-TZVPD basis",
  "species": ["C", "C", "C", "C", "C", "O", "O", "O", "F", "F", "P", "H", "H", "H", "H", "H", "H", "H", "H", "H"],
  "coordinates": [[0.2035, -2.2711, 1.9283], [-2.3456, -0.5375, -1.6760], [2.1243, 0.6632, 1.5645], [-2.0709, -0.1874, -0.2157], [1.9556, 0.6869, 0.0903], [1.0249, -3.0301, 1.8283], [-0.4345, 2.2906, -0.4144], [-0.6571, -0.3117, -0.0191], [2.4307, -0.5501, -0.4085], [2.7132, 1.5979, -0.5566], [0.2140, 0.9759, -0.5767], [0.2135, 0.7632, -1.9172], [-1.7214, -1.4057, -2.0218], [-3.3798, -0.6364, -1.8692], [-1.9246, 0.3359, -2.0535], [1.6030, 1.5301, 1.9236], [3.1841, 0.6882, 1.8269], [1.6935, -0.3053, 1.9623], [-2.4268, -1.0197, 0.4165], [-2.3996, 0.7228, 0.1880]],
  "forces_ev_per_angstrom": [[-0.2750, -0.0339, 0.2106], [1.3295, -0.4179, 1.4059], [-0.2404, -1.0106, 0.2762], [0.1036, -4.1528, 0.4979], [0.2030, -1.8944, -1.0346], [0.2067, -0.1778, -0.1037], [0.5355, -0.0390, 0.8748], [2.2696, 1.9019, -0.1497], [-0.7391, 0.7260, 0.1602], [0.1462, 0.5913, 0.2214], [-1.8549, -0.7371, 0.5537], [0.9066, -0.6058, -1.0652], [-0.8497, 0.6937, 0.5695], [-0.9893, -0.0828, -0.4579], [0.1789, 1.4164, -2.1929], [-0.1963, 0.3395, 0.7471], [-0.0955, 0.1397, -0.1198], [0.3103, 1.4036, -0.4317], [-0.2426, 0.5440, 0.0495], [-0.7070, 1.3960, -0.0113]],
  "e_above_lowest_kj_mol": 0.00,
  "homo_energy_ev": -10.7
}



| no. | strongest force on any atom (eV/A) | E (eV) |
| --- | --- | --- |
| 1 | 1.35 | -7794.30599 |
| 2 | 6.24 | -42403.78535 |
| 3 | 7.51 | -66161.86863 |
| 4 | 5.84 | -16569.48751 |
| 5 | 5.38 | -14063.03604 |
| 6 | 4.18 | -26197.16671 |